[1]
This record from the OMol25 dataset describes C28H56N4O3SSe4SiTaTe as an isolated structure. The level of theory is ωB97M-V/def2-TZVPD.

Last column: Löwdin charge in e.
CARTESIAN COORDINATES (ANGSTROEM)
Ta: -0.724 -0.427 0.377  0.634
C: 2.278 0.502 -3.431  -0.230
C: 0.943 1.189 -3.090  -0.243
N: 0.860 1.658 -1.718  -0.097
C: 1.928 2.551 -1.310  -0.208
C: 2.508 2.206 0.063  -0.238
N: 2.630 0.781 0.301  -0.088
C: 3.879 0.197 -0.152  -0.241
C: 4.039 0.157 -1.679  -0.223
N: 2.862 -0.285 -2.378  -0.072
H: 2.093 -0.127 -4.308  0.111
H: 2.999 1.261 -3.762  0.099
H: 0.814 2.006 -3.825  0.110
H: 0.114 0.493 -3.239  0.068
H: -0.054 2.061 -1.545  -0.020
H: 2.718 2.516 -2.058  0.089
H: 1.593 3.598 -1.287  0.093
H: 3.474 2.731 0.174  0.116
H: 1.834 2.598 0.827  0.039
H: 2.514 0.582 1.291  0.004
H: 4.748 0.752 0.250  0.107
H: 3.926 -0.822 0.242  0.073
H: 4.311 1.151 -2.047  0.099
H: 4.908 -0.483 -1.895  0.109
H: 2.806 -1.276 -2.530  0.064
Se: -0.002 -2.170 -1.480  0.017
Se: 1.810 -2.897 -0.145  -0.062
Se: 1.083 -3.099 2.067  -0.058
Se: 0.754 -0.847 2.682  -0.048
Te: -2.627 0.883 -1.168  0.950
C: -3.638 -0.394 -2.511  -0.623
C: -4.816 0.122 -3.053  -0.186
C: -5.562 -0.607 -3.968  -0.112
C: -5.144 -1.869 -4.361  -0.115
C: -3.975 -2.388 -3.826  -0.097
C: -3.228 -1.662 -2.910  -0.173
H: -5.159 1.105 -2.758  0.076
H: -6.475 -0.184 -4.371  0.093
H: -5.722 -2.440 -5.073  0.090
H: -3.635 -3.373 -4.121  0.099
H: -2.328 -2.101 -2.500  -0.018
C: 1.507 4.958 2.756  -0.028
C: 0.651 4.336 3.850  -0.642
C: 1.270 3.031 4.342  -0.024
C: 0.454 5.320 4.991  -0.032
O: -0.654 4.017 3.377  -0.141
Si: -1.398 3.756 1.955  -0.102
S: -0.744 1.864 1.306  0.246
O: -0.916 4.916 0.926  -0.141
C: -1.431 5.620 -0.201  -0.636
C: -1.650 7.059 0.244  -0.025
C: -0.355 5.537 -1.277  -0.023
C: -2.727 4.998 -0.695  -0.035
O: -3.000 3.927 2.177  -0.138
C: -3.985 3.080 2.785  -0.640
C: -4.660 2.312 1.664  -0.056
C: -4.965 4.021 3.469  -0.032
C: -3.338 2.146 3.798  -0.043
H: 2.509 5.145 3.147  0.091
H: 1.084 5.899 2.410  0.083
H: 1.595 4.296 1.899  0.059
H: 2.254 3.210 4.779  0.087
H: 1.374 2.327 3.519  0.050
H: 0.630 2.574 5.094  0.091
H: 1.416 5.618 5.408  0.083
H: -0.142 4.866 5.782  0.084
H: -0.064 6.209 4.636  0.085
H: -0.713 7.495 0.590  0.082
H: -2.370 7.096 1.060  0.088
H: -2.029 7.663 -0.582  0.083
H: 0.594 5.903 -0.886  0.087
H: -0.633 6.139 -2.143  0.088
H: -0.221 4.506 -1.602  0.068
H: -3.500 5.040 0.069  0.077
H: -2.575 3.954 -0.975  0.029
H: -3.072 5.543 -1.575  0.091
H: -5.118 3.004 0.957  0.086
H: -5.432 1.649 2.058  0.088
H: -3.928 1.715 1.121  -0.032
H: -5.398 4.708 2.743  0.083
H: -4.461 4.604 4.239  0.086
H: -5.771 3.454 3.933  0.084
H: -2.659 1.447 3.310  0.043
H: -4.112 1.570 4.308  0.091
H: -2.775 2.714 4.537  0.086
C: -2.432 -3.471 2.416  -0.085
C: -2.996 -2.341 1.559  -0.694
C: -3.877 -1.430 2.410  -0.048
C: -3.804 -2.916 0.396  -0.047
N: -1.913 -1.551 1.013  -0.292
H: -3.258 -4.088 2.779  0.080
H: -1.887 -3.076 3.273  0.064
H: -1.748 -4.094 1.845  0.049
H: -4.670 -2.013 2.882  0.083
H: -4.332 -0.663 1.787  0.063
H: -3.285 -0.937 3.183  0.077
H: -4.619 -3.532 0.779  0.082
H: -3.171 -3.531 -0.243  0.080
H: -4.228 -2.116 -0.212  0.067

The HOMO energy is -0.1660 Ha. The calculation puts the orbital gap at 6.60 eV. Its charge is -1.

[2]
This record from the OMol25 dataset describes C28H57ClF2N4O7SSi3 as an isolated structure. The level of theory is ωB97M-V/def2-TZVPD.

Last column: Löwdin charge in e.
CARTESIAN COORDINATES (ANGSTROEM)
C: -1.089 1.673 3.077  0.174
C: -1.288 1.283 1.959  -0.090
C: -1.598 1.058 0.539  -0.102
N: -1.317 2.158 -0.507  -0.072
C: -0.145 2.903 0.051  -0.077
C: 0.698 3.972 -0.672  -0.256
O: 2.033 3.833 -0.165  -0.207
Si: 2.432 4.981 1.016  0.479
C: 4.234 4.606 1.490  -0.149
C: 2.416 6.769 0.402  -0.147
C: 1.437 4.763 2.630  -0.150
C: -0.982 1.299 -1.700  -0.436
Cl: -0.180 2.110 -3.088  0.863
C: -2.173 0.423 -2.228  -0.389
C: -2.251 0.332 -3.784  -0.128
C: -3.480 -0.495 -4.266  -0.232
O: -4.094 0.175 -5.358  -0.041
C: -2.065 -1.047 -1.755  -0.097
C: -0.788 -1.784 -2.250  -0.158
C: -1.074 -3.030 -3.125  -0.066
C: 0.231 -3.819 -3.219  -0.501
O: 0.547 -4.396 -4.217  0.137
O: 1.062 -3.817 -2.134  0.063
O: -3.483 0.867 -1.821  -0.018
C: -3.657 2.202 -1.591  -0.420
F: -3.813 2.774 -2.839  0.067
S: -5.438 2.236 -1.017  0.708
O: -5.641 1.448 0.137  -0.214
O: -6.013 3.510 -1.127  -0.196
F: -6.058 1.403 -2.207  -0.106
C: -2.613 2.952 -0.705  -0.191
C: -2.487 4.397 -1.281  -0.076
C: -1.740 4.735 -2.568  -0.281
N: -0.936 5.691 -2.718  0.122
C: -3.208 3.280 0.737  -0.172
N: -4.119 4.411 0.804  -0.122
C: -5.095 4.298 1.898  -0.090
H: -0.784 1.940 4.063  0.061
H: -2.636 0.717 0.487  0.144
H: -1.019 0.154 0.325  0.139
H: 0.588 2.125 0.308  0.161
H: -0.354 3.386 1.006  0.105
H: 0.773 4.000 -1.755  0.066
H: 0.378 4.987 -0.377  0.080
H: 4.426 4.746 2.556  0.031
H: 4.863 5.330 0.953  0.028
H: 4.513 3.612 1.125  0.037
H: 1.546 6.942 -0.245  0.019
H: 2.248 7.392 1.294  0.042
H: 3.357 7.088 -0.047  0.037
H: 2.145 4.908 3.451  0.036
H: 1.121 3.712 2.718  0.016
H: 0.566 5.424 2.704  0.031
H: -0.168 0.611 -1.465  0.114
H: -2.456 1.299 -4.252  0.103
H: -1.377 -0.142 -4.226  0.107
H: -4.178 -0.761 -3.463  0.117
H: -3.099 -1.448 -4.665  0.114
H: -4.563 -0.506 -5.849  0.095
H: -2.120 -1.129 -0.663  0.114
H: -2.936 -1.632 -2.065  0.123
H: -0.209 -2.095 -1.377  0.116
H: -0.145 -1.117 -2.843  0.116
H: -1.325 -2.734 -4.144  0.113
H: -1.838 -3.672 -2.677  0.139
H: 1.915 -3.453 -2.404  0.126
H: -3.504 4.738 -1.507  0.139
H: -2.036 5.020 -0.497  0.121
H: -1.945 4.156 -3.472  0.089
H: -0.836 6.183 -1.821  0.051
H: -2.386 3.543 1.421  0.123
H: -3.694 2.421 1.207  0.115
H: -3.602 5.260 0.990  0.111
H: -5.721 5.195 1.873  0.094
H: -4.599 4.234 2.880  0.090
H: -5.774 3.455 1.748  0.074
C: 3.846 -3.229 0.523  -0.208
Si: 3.299 -4.901 1.244  0.191
C: 3.219 -6.108 -0.211  -0.193
C: 1.537 -4.643 1.898  -0.204
N: 4.392 -5.359 2.433  -0.244
Si: 4.267 -6.787 3.326  0.202
C: 4.367 -8.348 2.262  -0.206
C: 2.688 -6.884 4.367  -0.208
C: 5.716 -6.871 4.541  -0.215
H: 3.148 -2.897 -0.260  -0.019
H: 3.871 -2.465 1.303  0.008
H: 4.840 -3.310 0.080  0.014
H: 2.668 -5.668 -1.052  -0.009
H: 2.707 -7.033 0.059  0.007
H: 4.224 -6.353 -0.561  0.023
H: 1.548 -4.020 2.795  0.015
H: 1.052 -5.591 2.135  0.003
H: 0.915 -4.140 1.143  -0.009
H: 3.459 -8.498 1.675  0.000
H: 4.494 -9.237 2.893  0.011
H: 5.219 -8.296 1.582  0.019
H: 2.541 -5.961 4.931  0.016
H: 2.751 -7.711 5.085  0.010
H: 1.805 -7.062 3.749  0.000
H: 5.694 -6.018 5.223  0.010
H: 6.667 -6.868 4.005  0.012
H: 5.663 -7.788 5.139  0.008

The HOMO energy is -0.1813 Ha. The calculation puts the orbital gap at 3.72 eV.

[3]
This record from the OMol25 dataset describes a 13-piece molecular cluster, C28H57N21O8 overall. The level of theory is ωB97M-V/def2-TZVPD.

Last column: Löwdin charge in e.
CARTESIAN COORDINATES (ANGSTROEM)
N: 6.139 -0.564 0.637  0.003
C: 5.326 -0.334 -0.396  -0.171
C: 6.117 -0.268 -1.488  -0.108
C: 7.513 -0.371 -1.009  -0.120
C: 7.461 -0.592 0.301  -0.153
H: 5.801 -0.794 1.579  0.113
H: 4.284 -0.291 -0.202  0.072
H: 5.773 -0.193 -2.527  0.080
H: 8.412 -0.507 -1.642  0.096
H: 8.287 -0.672 1.004  0.118
N: -0.030 2.500 -3.927  0.047
C: 0.604 2.111 -5.046  -0.185
C: 1.928 2.317 -4.934  -0.116
C: 2.082 3.018 -3.741  -0.105
C: 0.853 3.189 -3.166  -0.126
H: -1.043 2.522 -3.864  0.117
H: 0.059 1.566 -5.789  0.114
H: 2.734 2.091 -5.605  0.105
H: 3.016 3.286 -3.408  0.073
H: 0.605 3.527 -2.173  0.091
N: 0.201 0.017 4.878  0.045
C: 0.133 1.004 3.883  -0.141
C: 0.488 2.143 4.473  -0.170
C: 0.895 1.908 5.813  -0.129
C: 0.726 0.574 6.029  -0.139
H: -0.049 -0.972 4.800  0.110
H: -0.034 0.799 2.826  0.086
H: 0.549 3.082 3.929  0.085
H: 1.334 2.635 6.537  0.109
H: 0.976 -0.044 6.860  0.103
N: -3.744 -2.930 1.066  0.020
C: -4.907 -3.186 0.446  -0.181
C: -5.927 -2.763 1.274  -0.149
C: -5.389 -2.240 2.456  -0.110
C: -3.965 -2.381 2.323  -0.093
H: -2.806 -3.183 0.710  0.096
H: -4.990 -3.916 -0.342  0.117
H: -6.963 -2.863 1.004  0.091
H: -5.837 -2.006 3.399  0.085
H: -3.289 -2.021 3.107  0.106
N: 1.161 -0.831 -4.038  0.047
C: 0.073 -1.322 -4.638  -0.138
C: 0.321 -2.665 -4.858  -0.145
C: 1.627 -2.989 -4.387  -0.121
C: 2.092 -1.826 -3.851  -0.160
H: 1.281 0.165 -3.899  0.109
H: -0.773 -0.735 -4.922  0.103
H: -0.372 -3.346 -5.379  0.110
H: 2.080 -3.962 -4.289  0.107
H: 3.112 -1.604 -3.407  0.140
C: 4.609 0.361 3.965  -0.597
O: 5.520 -0.338 3.503  0.000
N: 4.683 0.959 5.261  0.138
N: 3.435 0.631 3.337  0.179
H: 5.369 0.509 5.811  0.072
H: 3.819 1.150 5.756  0.070
H: 2.812 1.286 3.774  0.060
H: 3.245 0.453 2.348  0.075
C: -0.648 -3.266 -1.123  -0.660
O: -1.126 -3.342 0.018  -0.031
N: 0.628 -2.929 -1.383  0.200
N: -1.295 -3.457 -2.265  0.190
H: 0.935 -2.831 -2.348  0.048
H: 1.304 -2.815 -0.631  0.102
H: -2.264 -3.187 -2.187  0.071
H: -0.891 -3.208 -3.163  0.062
C: -5.803 1.433 -0.111  -0.614
O: -5.784 2.266 -1.016  0.017
N: -4.647 1.203 0.735  0.116
N: -6.701 0.462 0.112  0.179
H: -4.788 0.615 1.542  0.067
H: -3.986 1.974 0.907  0.111
H: -6.498 -0.177 0.845  0.061
H: -7.445 0.347 -0.518  0.100
C: -0.116 -3.437 2.806  -0.601
O: -0.572 -2.498 3.480  -0.030
N: 1.112 -3.386 2.208  0.188
N: -0.848 -4.649 2.651  0.155
H: 1.579 -2.523 2.045  0.051
H: 1.340 -3.986 1.452  0.086
H: -1.807 -4.492 2.851  0.068
H: -0.649 -5.184 1.826  0.082
C: 0.903 4.801 0.976  -0.640
O: 0.133 5.616 0.411  -0.013
N: 0.763 3.460 0.977  0.174
N: 1.966 5.179 1.740  0.150
H: 0.082 3.088 0.336  0.056
H: 1.465 2.797 1.301  0.104
H: 2.328 6.125 1.615  0.119
H: 2.414 4.530 2.358  0.091
C: -2.060 3.275 -1.614  -0.592
O: -1.430 2.380 -1.044  -0.033
N: -2.951 2.903 -2.702  0.143
N: -1.962 4.612 -1.349  0.185
H: -3.015 1.921 -2.893  0.029
H: -3.836 3.396 -2.779  0.092
H: -1.259 4.883 -0.676  0.043
H: -2.092 5.330 -2.068  0.126
C: 1.225 -0.431 0.569  -0.678
O: 2.183 -0.829 1.194  -0.006
N: -0.087 -0.588 0.877  0.182
N: 1.455 0.156 -0.661  0.184
H: -0.623 -0.708 0.005  0.073
H: -0.454 -1.122 1.710  0.106
H: 0.713 0.715 -1.021  0.067
H: 2.303 0.629 -0.849  0.081
C: -3.087 -0.615 -2.210  -0.699
O: -2.631 0.034 -3.138  -0.001
N: -2.724 -0.354 -0.935  0.184
N: -3.812 -1.685 -2.533  0.172
H: -2.344 0.607 -0.968  0.071
H: -3.541 -0.423 -0.328  0.073
H: -4.283 -2.097 -1.732  0.079
H: -4.188 -1.611 -3.461  0.125

The HOMO energy is -0.2952 Ha. The calculation puts the orbital gap at 8.43 eV.

[4]
This record from the OMol25 dataset describes a 7-piece molecular cluster, C28H59ClO14PS overall. The level of theory is ωB97M-V/def2-TZVPD.

Last column: Löwdin charge in e.
CARTESIAN COORDINATES (ANGSTROEM)
C: -0.934 -2.399 -4.680  -0.062
C: 0.045 -2.293 -3.509  -0.229
O: -0.301 -1.264 -2.582  -0.157
C: 0.388 -0.064 -2.712  -0.277
C: -0.055 0.754 -3.952  -0.383
S: 1.118 0.603 -5.340  0.810
P: 0.826 2.619 -6.391  0.438
O: 2.213 3.351 -6.121  -0.363
Cl: 1.038 1.851 -8.248  0.298
H: -0.511 -2.061 -5.628  0.059
H: -1.272 -3.424 -4.819  0.081
H: -1.820 -1.800 -4.470  0.081
H: 0.051 -3.216 -2.932  0.124
H: 1.071 -2.126 -3.859  0.113
H: 0.177 0.528 -1.826  0.118
H: 1.473 -0.234 -2.735  0.115
H: -0.996 0.376 -4.347  0.089
H: -0.161 1.812 -3.717  0.083
H: 2.246 0.832 -4.640  -0.020
H: 3.066 2.897 -6.157  0.083
O: -4.398 -2.367 2.810  0.085
C: -3.361 -2.038 2.295  -0.511
O: -3.206 -2.256 0.971  0.008
C: -2.074 -1.720 0.265  -0.224
C: -0.862 -2.614 0.389  -0.062
C: -2.227 -1.439 3.090  0.013
H: -1.867 -0.706 0.609  0.112
H: -2.395 -1.650 -0.773  0.114
H: -0.552 -2.719 1.429  0.072
H: -0.029 -2.189 -0.165  0.050
H: -1.088 -3.610 0.003  0.085
H: -1.637 -2.235 3.545  0.090
H: -2.650 -0.853 3.902  0.073
H: -1.557 -0.812 2.511  0.054
O: 1.252 -0.156 0.088  0.059
C: 1.535 0.255 1.195  -0.501
O: 0.832 -0.221 2.221  -0.006
C: 1.078 0.162 3.599  -0.192
C: 0.322 1.421 3.956  -0.040
C: 2.590 1.307 1.420  0.033
H: 2.145 0.255 3.775  0.074
H: 0.712 -0.684 4.178  0.126
H: 0.662 2.278 3.374  0.076
H: 0.476 1.647 5.011  0.093
H: -0.748 1.295 3.786  0.064
H: 2.124 2.284 1.280  0.099
H: 3.359 1.181 0.662  0.088
H: 3.047 1.281 2.406  0.062
O: 0.969 1.873 -15.081  0.125
C: 1.250 2.525 -14.119  -0.517
O: 0.659 2.202 -12.936  -0.006
C: 1.021 2.809 -11.698  -0.274
C: 0.305 4.122 -11.459  -0.062
C: 2.178 3.714 -14.188  0.014
H: 2.105 2.918 -11.619  0.112
H: 0.715 2.073 -10.955  0.064
H: 0.584 4.871 -12.200  0.072
H: 0.554 4.517 -10.472  0.070
H: -0.774 3.977 -11.516  0.087
H: 1.592 4.578 -14.502  0.099
H: 2.917 3.511 -14.958  0.094
H: 2.682 3.959 -13.257  0.067
O: -4.792 5.021 4.578  0.106
C: -4.990 3.870 4.849  -0.527
O: -4.146 2.941 4.343  -0.006
C: -4.216 1.551 4.687  -0.235
C: -5.223 0.799 3.845  -0.054
C: -6.173 3.431 5.679  0.014
H: -4.397 1.422 5.755  0.116
H: -3.206 1.191 4.495  0.095
H: -6.237 1.159 4.022  0.073
H: -5.195 -0.268 4.066  0.069
H: -5.002 0.931 2.785  0.088
H: -7.032 3.338 5.013  0.097
H: -6.385 4.220 6.395  0.092
H: -6.041 2.490 6.203  0.069
O: -1.341 -2.339 6.166  0.086
C: -2.059 -3.277 6.404  -0.517
O: -1.773 -4.037 7.477  0.002
C: -2.626 -5.102 7.924  -0.231
C: -2.367 -6.392 7.177  -0.063
C: -3.209 -3.641 5.497  0.014
H: -3.672 -4.800 7.869  0.112
H: -2.376 -5.213 8.977  0.124
H: -2.602 -6.297 6.117  0.068
H: -2.985 -7.190 7.591  0.083
H: -1.321 -6.679 7.273  0.084
H: -2.823 -4.237 4.669  0.103
H: -3.632 -2.731 5.088  0.066
H: -4.006 -4.200 5.980  0.078
O: 4.162 0.096 4.555  0.092
C: 5.328 0.153 4.258  -0.510
O: 5.757 1.244 3.594  -0.005
C: 7.148 1.487 3.321  -0.227
C: 7.616 0.780 2.068  -0.062
C: 6.279 -0.977 4.559  0.022
H: 7.754 1.228 4.189  0.114
H: 7.205 2.567 3.199  0.125
H: 7.553 -0.303 2.168  0.070
H: 8.653 1.043 1.861  0.085
H: 7.006 1.083 1.216  0.079
H: 6.190 -1.711 3.757  0.100
H: 5.953 -1.447 5.483  0.096
H: 7.320 -0.686 4.646  0.073

The HOMO energy is -0.4143 Ha. The calculation puts the orbital gap at 6.96 eV. Its charge is +1.